Computed, not measured: a structure of composition C2H6BrFNO4PSi2, with ωB97M-V/def2-TZVPD.

Last column: Löwdin charge in e.
Cartesian coordinates (Å):
O (-2.5960, 3.4231, -1.2108)  0.185
C (-2.6521, 2.3282, -0.7775)  -0.547
F (-2.8500, 2.0916, 0.5297)  0.107
N (-2.5303, 1.1025, -1.4508)  0.102
C (-1.2241, 0.4338, -1.3003)  -0.487
O (-0.2875, 0.7527, -1.9778)  0.085
Si (-1.2595, -1.0175, -0.0582)  0.596
O (0.2651, -1.5923, 0.0996)  -0.483
Si (1.6137, -0.7217, 0.5028)  0.338
P (2.9004, -2.1003, 1.7941)  0.337
O (4.3662, -1.7219, 1.1565)  -0.477
Br (2.8613, -0.8160, 3.6319)  0.167
H (-2.6792, 1.2865, -2.4429)  0.143
H (-2.1297, -2.0534, -0.6310)  -0.013
H (-1.8073, -0.4913, 1.2044)  -0.005
H (2.4312, -0.4333, -0.7014)  -0.033
H (1.2045, 0.5518, 1.1417)  -0.030
H (4.3730, -1.0224, 0.4902)  0.017

The orbital gap is 0.3295 Ha. Its charge is 0. The calculation puts the total energy at -109658.1421 eV.